No. 1
76
Properties=species:S:1:pos:R:3:forces:R:3 method="wB97M-V/def2-TZVPD" homo_lumo_gap_ev="4.749 / 5.705" charge=+3 lumo_energy_ha="-0.4747 / -0.4337" total_energy_ha=-1611.1933 spin_multiplicity=2 s_squared=0.947
Re 0.000014 0.179990 -0.182561 1.38 3.89 -3.59
C -2.565495 -1.241660 -2.139684 -0.01 0.06 0.10
C -1.981434 0.042239 -2.599124 -0.52 -0.05 -0.82
C -2.340954 0.777298 -3.712224 0.30 -0.14 0.56
C -1.497297 1.896603 -3.741417 -0.27 -0.70 0.33
C -1.470474 2.967781 -4.746991 0.16 0.32 -0.14
N -0.686139 1.813738 -2.678387 0.10 0.69 -0.34
N -0.968358 0.694098 -1.965815 0.77 -0.77 1.75
B 0.450075 2.748386 -2.229512 -0.50 -0.54 0.65
N 0.099476 3.186430 -0.798019 0.11 0.44 -0.56
N -0.145687 2.247015 0.150151 -0.02 -1.97 0.07
C -0.451874 2.893497 1.305657 -0.06 0.76 0.32
C -0.826712 2.214789 2.568211 -0.02 -0.17 0.02
C -0.384880 4.254772 1.074973 0.07 -0.57 -0.22
C -0.037769 4.414284 -0.273419 -0.20 -0.50 0.76
C 0.126347 5.670497 -1.018451 0.10 0.21 -0.36
N 1.701593 1.864103 -2.105083 0.04 0.55 -0.36
N 1.687942 0.795090 -1.269165 -2.41 -0.70 1.39
C 2.915722 0.214085 -1.318349 1.75 -0.18 -0.53
C 3.317184 -0.956156 -0.502570 -0.14 -0.06 0.15
C 3.697672 0.922278 -2.211157 -0.37 -0.82 0.75
C 2.903440 1.971288 -2.693487 -0.32 -0.14 0.25
C 3.280892 3.022606 -3.648638 0.02 0.11 -0.11
H -3.146248 -1.687619 -2.943045 0.06 -0.03 -0.06
H -1.786912 -1.948456 -1.848825 -0.02 -0.08 0.09
H -3.254334 -1.076102 -1.312693 0.05 -0.07 0.08
H -3.110961 0.544481 -4.419329 -0.15 -0.09 -0.14
H -2.237268 2.801498 -5.497825 -0.02 -0.03 0.01
H -1.641346 3.938910 -4.286639 -0.02 0.10 0.02
H -0.503120 3.002893 -5.245087 0.07 0.04 -0.07
H 0.601320 3.647814 -2.954833 0.11 0.35 -0.30
H -0.973810 1.142231 2.410638 -0.01 0.06 0.18
H -0.069802 2.374251 3.335217 0.08 -0.09 -0.02
H -1.749932 2.644409 2.954445 -0.09 -0.07 -0.05
H -0.568936 5.032204 1.787637 -0.07 0.20 0.13
H -0.038537 6.526460 -0.370075 0.00 -0.04 0.04
H 1.125821 5.746930 -1.443132 0.07 0.04 -0.03
H -0.585389 5.722188 -1.841197 -0.04 0.04 -0.07
H 2.554922 -1.193798 0.245143 0.16 -0.11 -0.05
H 3.499306 -1.825357 -1.133337 -0.11 -0.06 -0.03
H 4.256609 -0.744526 0.006383 -0.02 0.06 0.09
H 4.712085 0.708778 -2.479423 0.25 -0.01 -0.05
H 4.303886 2.885511 -3.987587 0.01 -0.07 0.03
H 2.625157 3.012832 -4.517598 -0.10 0.03 -0.08
H 3.202673 4.006670 -3.188361 -0.06 0.10 0.04
C 1.125247 -0.580279 4.039623 -0.09 0.15 -0.11
C 1.335046 -1.830305 3.210238 -0.29 -0.02 -0.53
C 1.357744 -3.105953 4.011168 0.10 -0.23 0.11
Sb -0.316293 -1.972917 1.612311 -0.23 -0.13 0.36
C -0.149040 -3.895216 0.357326 -0.13 0.54 0.17
C 1.238797 -3.993799 -0.241869 0.07 0.15 -0.03
C -0.541427 -5.081982 1.197772 -0.14 -0.19 0.10
C -2.390252 -1.807031 2.576857 0.55 0.07 -0.23
C -3.442357 -1.994312 1.501398 0.07 0.09 -0.18
C -2.525032 -2.764457 3.733787 -0.02 -0.06 0.22
H 1.856592 -0.578668 4.850524 0.06 -0.05 0.00
H 0.142076 -0.542015 4.512376 -0.02 0.02 -0.05
H 1.294283 0.330015 3.457953 -0.11 -0.06 0.05
H 2.259424 -1.742971 2.630056 -0.23 -0.02 -0.11
H 0.425710 -3.311999 4.530926 -0.12 -0.02 -0.03
H 2.122963 -2.996813 4.782394 0.07 0.01 0.04
H 1.644155 -3.966290 3.409905 -0.09 -0.08 -0.02
H -0.891200 -3.743721 -0.433755 0.06 0.17 0.19
H 2.027191 -4.000804 0.513208 0.00 0.06 0.00
H 1.429992 -3.201963 -0.972381 0.03 -0.03 0.11
H 1.315099 -4.943638 -0.775520 -0.05 -0.03 -0.02
H 0.104924 -5.241131 2.057225 0.03 0.06 0.10
H -0.447276 -5.971485 0.571588 0.00 -0.07 -0.06
H -1.580310 -5.038505 1.518671 -0.01 0.02 0.11
H -2.422300 -0.778448 2.952295 0.21 -0.10 -0.13
H -3.348757 -2.945215 0.973165 0.03 0.03 -0.02
H -3.435208 -1.169020 0.782960 0.02 -0.14 0.03
H -4.426952 -1.995171 1.972280 -0.02 0.02 0.06
H -2.405065 -3.808315 3.456346 0.10 -0.08 -0.06
H -3.540624 -2.663045 4.120076 -0.08 0.01 0.06
H -1.855619 -2.519803 4.555677 0.10 -0.08 0.01


No. 2
85
Properties=species:S:1:pos:R:3:forces:R:3 method="wB97M-V/def2-TZVPD" homo_lumo_gap_ev=7.828 charge=0 lumo_energy_ha=-0.0130 total_energy_ha=-3753.5653 relative_energy_kj_mol=326.9
C 2.988621 -2.471035 -5.327176 -0.18 -0.22 0.13
C 2.568395 -1.622537 -6.495914 0.73 0.80 -1.11
H 2.578083 -3.488730 -5.480876 0.32 0.39 0.43
H 2.599931 -2.039438 -4.382655 0.13 -0.62 -0.56
H 4.098209 -2.530459 -5.241338 -0.67 -0.04 -0.16
C 2.788114 -2.015035 -7.767579 -0.10 0.55 1.03
C 3.267778 -3.340014 -8.204232 0.13 -0.82 -0.34
H 2.679596 -1.331507 -8.598746 -0.18 0.15 0.29
H 2.794535 -4.183710 -7.690491 0.14 0.14 0.15
H 4.352447 -3.431181 -8.106552 0.05 -0.13 0.09
H 3.038015 -3.466343 -9.264450 0.08 -0.08 0.01
Bi 1.652845 0.224543 -2.943203 -0.28 0.39 -1.00
Cl 3.099325 2.116521 -3.886000 -0.14 -0.23 0.63
C 0.201877 3.046673 -2.515499 -0.29 -0.96 -0.83
O -0.063805 1.820360 -2.783580 0.28 1.40 0.86
N -0.635322 4.043783 -2.761669 0.18 -0.57 0.20
C -2.038449 3.798230 -3.088652 -0.05 -0.19 -0.18
C -0.101118 5.397005 -2.893717 0.35 0.26 0.15
H 1.171457 3.335913 -2.114696 0.17 0.06 -0.16
H -2.517723 3.247889 -2.265804 0.16 0.11 -0.32
H -2.126720 3.220666 -4.020922 -0.05 0.22 0.34
H -2.513627 4.777539 -3.196457 -0.04 -0.35 -0.04
H 0.549427 5.656858 -2.056477 -0.08 -0.14 0.02
H -0.928774 6.098553 -2.918603 0.00 0.02 0.06
H 0.483471 5.512479 -3.813114 -0.19 -0.12 0.07
H -3.001742 1.651770 1.578461 0.02 -0.10 -0.10
H -1.549853 1.543521 3.510689 0.17 -0.07 -0.06
C -2.714780 0.609206 1.402034 0.01 -0.03 0.06
C -0.896311 0.763657 3.111651 0.27 -0.24 -0.09
N -1.325563 0.419325 1.766987 0.08 -0.25 -0.33
H -2.821040 0.355840 0.344977 -0.06 0.07 0.20
C -0.470573 -0.158579 0.892156 0.10 -0.19 -0.36
O -0.775895 -0.595977 -0.222411 0.18 0.47 0.87
H 0.136222 1.127217 3.077904 -0.21 0.04 0.05
H 0.576552 -0.209689 1.266904 -0.58 -0.06 -0.08
H -3.373189 -0.029682 2.003550 0.06 0.03 -0.11
H -0.928993 -0.112554 3.777729 -0.11 0.26 -0.07
H -0.193284 -5.453588 -0.397419 -0.19 -0.14 -0.07
H -0.202125 -4.441252 -3.991406 -0.33 -0.08 0.21
C -1.102572 -5.090740 -0.888425 0.29 0.49 0.18
C -1.076979 -4.564094 -3.334878 0.03 0.01 -0.20
N -0.759080 -4.171219 -1.968551 0.13 0.63 -0.24
H -1.724380 -4.601925 -0.131646 -0.02 -0.12 -0.14
C -0.173831 -2.974225 -1.754722 0.19 0.04 -0.16
O 0.193697 -2.222440 -2.676692 -0.25 -0.68 0.90
H -1.899303 -3.953988 -3.742711 0.29 -0.20 0.10
H -0.057860 -2.716579 -0.676015 0.06 -0.05 -0.68
H -1.643541 -5.918197 -1.342725 0.02 0.00 0.34
H -1.387864 -5.611246 -3.278242 0.10 0.23 -0.41
O 1.464834 -0.133064 -4.971994 -2.09 -0.67 0.32
C 2.150760 -0.162101 -6.174800 1.22 -0.47 -0.37
C 0.808013 -0.021471 -8.443760 0.08 -0.13 -0.30
C 1.580787 0.559224 -7.423143 0.17 0.06 -0.32
H 0.493509 -1.057235 -8.368750 0.05 0.36 0.04
C 0.506492 0.646710 -9.638676 -0.48 -0.11 0.11
H 3.046804 0.395481 -5.881770 0.49 0.01 -0.87
C 2.036769 1.852441 -7.671557 0.02 0.11 -0.34
H -0.089892 0.148821 -10.414350 0.25 0.06 0.44
C 0.932665 1.948993 -9.859281 0.40 -0.06 0.22
C 1.730626 2.517242 -8.866241 0.09 0.23 0.09
H 2.657457 2.334347 -6.916286 -0.06 -0.01 -0.22
H 0.712456 2.482760 -10.799576 0.15 -0.34 0.64
H 2.162886 3.491554 -9.054026 -0.05 0.13 0.16
Si -1.409786 -0.298087 -6.154422 2.23 1.64 1.28
Cl -0.726229 -2.193328 -6.651985 0.49 -0.76 0.41
C -2.383309 -0.000541 -7.647345 -1.29 0.05 -0.53
C -0.729464 1.499395 -5.887015 0.44 0.86 -0.39
C -1.962022 -0.508090 -4.400977 -1.20 0.16 0.74
H -2.265784 1.021436 -8.028206 -0.23 -0.26 0.22
H -3.385500 -0.160546 -7.214368 -0.32 0.17 -0.84
H -2.183498 -0.715667 -8.454775 -0.27 0.16 0.37
H -1.643004 -1.333688 -3.746720 -0.01 0.05 -0.79
H -3.057819 -0.562017 -4.520199 -0.05 -0.04 0.55
H -1.735379 0.416235 -3.830483 -0.25 -0.42 -0.43
H -0.242189 1.998235 -6.755392 -0.61 -0.46 0.49
H -0.082676 1.724887 -5.011718 -0.59 -0.49 -0.75
H -1.681812 2.068157 -5.717902 0.34 -0.49 -0.14
F 2.823142 0.454692 2.098837 0.11 0.63 -0.22
C 3.332589 1.556777 1.481962 0.62 -0.68 0.56
F 3.464652 2.511837 2.425644 -0.26 -0.42 -0.92
F 4.561873 1.215449 1.037744 -0.68 0.45 0.30
S 2.256131 1.963680 0.021782 0.80 0.22 -0.22
O 2.911277 3.083997 -0.649423 -0.95 -1.15 0.80
O 2.408358 0.652263 -0.690572 -0.10 1.24 0.61
O 0.916687 2.159840 0.542242 0.77 0.26 -0.27


No. 3
73
Properties=species:S:1:pos:R:3:forces:R:3 method="wB97M-V/def2-TZVPD" homo_lumo_gap_ev=4.432 charge=+1 lumo_energy_ha=-0.1912 total_energy_ha=-2042.3164 relative_energy_kj_mol=6.3
Bi -0.132499 -2.358641 1.297744 -0.97 -2.40 2.38
C -1.182399 -2.876385 4.041808 -0.54 0.41 -1.34
C -2.145426 -1.886306 3.698598 0.40 -0.68 -0.07
C -2.275923 -3.529472 2.082816 0.75 1.45 -0.43
C -1.227316 -3.913561 3.030584 0.49 1.60 -0.73
C -2.808417 -2.255296 2.503315 0.80 -0.65 -0.07
C -0.296568 -2.877773 5.218879 0.15 -0.13 0.49
H -0.050028 -1.877989 5.569121 -0.14 0.16 0.06
H 0.645572 -3.383653 5.036933 0.03 -0.20 -0.06
H -0.793243 -3.398222 6.040708 0.09 0.03 0.14
C -0.366081 -5.106560 2.870015 -0.59 -1.84 0.38
H 0.501575 -5.139906 3.524928 -0.47 -0.06 0.01
H 0.031015 -5.215596 1.851608 -0.13 -0.03 0.17
H -0.950414 -6.019962 3.044556 -0.13 0.06 0.00
C -2.609293 -4.267158 0.833275 -0.57 -0.61 -0.32
H -3.291376 -5.103680 1.038965 0.10 0.10 -0.10
H -1.744017 -4.713569 0.326192 0.06 -0.04 0.23
H -3.094978 -3.637404 0.082426 -0.08 0.03 0.20
C -3.884081 -1.505868 1.800547 -0.39 -0.04 0.07
H -4.863629 -1.826525 2.164559 -0.05 0.09 -0.07
H -3.874909 -1.665844 0.725693 -0.01 -0.14 -0.14
H -3.829880 -0.430339 1.948666 0.01 0.10 0.19
C -2.425513 -0.668632 4.496070 -0.36 0.35 0.54
H -3.291861 -0.829912 5.148642 0.08 0.08 -0.03
H -2.660652 0.211509 3.902552 -0.13 0.05 -0.27
H -1.605195 -0.366918 5.145891 0.09 -0.22 0.06
C 1.914400 -1.022228 1.805347 -0.59 0.65 1.98
C 1.378751 -0.702079 3.068830 1.88 -0.75 -1.89
C 0.839487 0.613125 3.413509 -1.08 0.95 0.24
C -0.037639 1.348011 2.315645 1.48 1.40 1.45
C -0.976495 0.594770 1.490553 -0.40 -1.52 -2.25
C -0.654444 0.005943 0.264067 -0.43 1.46 1.42
C 0.727357 0.083070 -0.337245 1.14 -0.23 -0.18
C 2.000986 -0.111451 0.635324 0.01 0.72 -1.08
H 1.705317 1.262544 3.673894 -0.37 -0.23 -0.28
H 0.680277 1.910504 1.699614 -0.45 -0.17 -0.05
H 0.274452 0.555040 4.359017 0.10 -0.11 -0.45
H 2.336399 0.881718 0.972489 -0.05 -0.35 -0.21
H 2.465618 -1.954864 1.660730 -0.18 0.32 0.58
H 1.582404 -1.366392 3.919288 -0.16 -0.11 -0.67
H 2.798522 -0.553198 -0.002582 -0.46 0.63 0.30
H 0.836551 -0.663091 -1.151959 -0.28 0.37 0.37
H -1.453115 -0.382289 -0.399715 0.36 0.24 0.60
H 0.904440 1.060062 -0.843132 -0.39 -0.54 0.28
H -0.604580 2.111946 2.885062 0.22 -0.36 -0.38
H -2.020091 0.590951 1.826533 0.41 -0.27 -0.27
P 1.820044 2.671022 -3.563959 0.15 -0.20 0.25
P -0.357169 2.985423 -5.837270 -0.23 0.14 -0.38
C 2.129122 3.954287 -4.883446 0.00 -0.06 0.18
C 1.329941 3.701966 -6.166313 -0.26 -0.25 -0.12
H 3.207281 3.941180 -5.092934 -0.22 0.26 0.05
H 1.872786 4.929521 -4.447719 0.07 -0.16 -0.15
H 1.193071 4.628692 -6.740397 0.22 -0.22 0.00
H 1.845912 2.971336 -6.803643 -0.01 0.18 0.09
C -0.860602 2.603646 -7.568042 0.06 0.01 -0.08
H -1.931503 2.347068 -7.568250 0.36 0.09 -0.09
H -0.291199 1.726410 -7.911110 -0.23 0.28 0.00
H -0.679980 3.455187 -8.244020 -0.10 -0.31 0.12
C -1.269251 4.571925 -5.632366 -0.12 -0.09 0.07
H -1.069691 5.254582 -6.469806 -0.10 -0.07 0.23
H -0.972067 5.039471 -4.685746 -0.13 0.02 -0.19
H -2.341573 4.341857 -5.587478 0.20 0.20 0.02
C 3.494466 1.908927 -3.506903 0.08 0.02 0.02
H 3.541818 1.209652 -2.659207 0.12 0.15 -0.24
H 4.271308 2.681608 -3.404614 -0.08 -0.32 0.00
H 3.651855 1.345180 -4.437097 0.06 0.11 0.29
C 1.935474 3.731679 -2.060711 0.08 0.17 -0.02
H 1.038893 4.367985 -2.011926 0.30 -0.14 0.08
H 2.838009 4.362358 -2.091354 -0.28 -0.12 0.19
H 1.957801 3.087667 -1.166382 0.06 0.29 -0.20
O 3.155582 -4.445144 3.807380 -2.96 2.75 -1.94
N 2.531149 -3.418064 3.372435 3.54 -1.28 2.18
O 1.485460 -3.573853 2.680520 0.17 -0.98 -1.16